# C5H10O

An isolated molecule of C5H10O (ωB97M-V/def2-TZVPD, the OMol25 dataset).

Results
HOMO-LUMO gap: 11.31 eV
Energy above the lowest of the compared OMol25 structures with the same formula, charge and spin: 1.218 eV
E_tot: -271.7079 Ha

```
16
Properties=species:S:1:pos:R:3:forces:R:3:nbo_charge:R:1
O -0.14735 0.49735 2.11414 0.2 0.0 0.2 -0.496
C 0.22144 -0.45535 -0.18122 0.0 0.0 0.0 -0.248
C -0.43667 -0.35028 -1.56155 0.0 0.0 -0.1 -0.606
C -1.47915 0.51493 1.61749 -0.3 0.0 -0.1 -0.114
C -0.33136 0.63491 0.71385 0.1 0.1 -0.3 0.067
C 1.74702 -0.30882 -0.26611 0.0 0.0 0.0 -0.604
H -1.53090 -0.41339 -1.50723 0.2 0.0 0.1 0.211
H -2.03449 -0.41910 1.70684 0.2 0.1 -0.1 0.181
H 2.01713 0.62333 -0.77857 0.0 -0.1 0.1 0.200
H -2.04750 1.41198 1.87107 0.1 -0.2 -0.1 0.181
H 2.20516 -1.13863 -0.81768 -0.2 0.1 0.1 0.210
H -0.11878 1.64152 0.33841 0.0 -0.1 0.1 0.174
H 2.18983 -0.28851 0.73615 -0.1 0.0 -0.2 0.221
H -0.18780 0.61775 -2.01661 0.0 -0.2 0.0 0.202
H 0.02057 -1.43396 0.27393 -0.2 0.2 0.0 0.206
H -0.08715 -1.13373 -2.24291 0.0 0.1 0.2 0.214
```
Forces are in eV/Å.

---

# C7H9N

An isolated molecule of C7H9N (ωB97M-V/def2-TZVPD, the OMol25 dataset).

Results
HOMO-LUMO gap: 8.80 eV
Energy above the lowest of the compared OMol25 structures with the same formula, charge and spin: 0.816 eV
E_tot: -326.8610 Ha

```
17
Properties=species:S:1:pos:R:3:forces:R:3:nbo_charge:R:1
N -0.81305 -0.19996 -1.34159 0.0 0.0 0.2 -0.496
C 0.17296 -0.13976 2.20751 -0.3 0.1 -0.4 -0.630
C 2.01314 0.75400 -1.59594 0.5 0.1 -0.4 -0.392
C 0.14226 -0.21095 -0.35376 0.2 -0.2 -0.1 0.060
C 1.57113 -0.10530 -0.68437 -0.7 0.2 0.3 -0.202
C -0.49423 -0.27068 0.87174 0.0 0.3 -0.5 -0.065
C -1.89002 -0.26916 0.59506 -0.1 0.0 -0.3 -0.304
C -2.05121 -0.24913 -0.76964 0.0 0.3 -0.1 -0.066
H 0.72898 -1.03909 2.46831 0.0 0.0 0.2 0.214
H -0.60736 -0.22789 -2.32827 -0.1 0.0 0.2 0.414
H 0.85514 0.70819 2.18617 0.2 0.0 0.1 0.217
H 3.05260 0.88141 -1.87682 0.1 -0.3 0.2 0.200
H -0.59329 0.07606 2.94954 0.1 -0.2 0.2 0.218
H -2.71453 -0.20991 1.28759 0.1 -0.1 0.2 0.219
H -2.93847 -0.16600 -1.37721 0.0 -0.2 0.1 0.209
H 1.35830 1.42137 -2.14631 -0.3 -0.1 0.2 0.190
H 2.20766 -0.75321 -0.09202 0.3 0.2 -0.2 0.214
```
Forces are in eV/Å.

---

# C5H4S3

An isolated molecule of C5H4S3 at a distorted geometry (ωB97M-V/def2-TZVPD, the OMol25 dataset).

Results
HOMO-LUMO gap: 7.02 eV
Energy above the lowest of the compared OMol25 structures with the same formula, charge and spin: 1.977 eV
E_tot: -1387.3850 Ha

```
12
Properties=species:S:1:pos:R:3:forces:R:3:nbo_charge:R:1
S 3.20133 -0.46224 -0.26575 -1.7 1.0 -0.2 0.049
S -2.28079 -1.54999 -0.50035 -0.4 0.5 0.3 0.140
S -0.86357 2.23775 -0.00994 0.0 -0.5 -0.1 0.090
C 0.49788 -1.13920 1.17636 1.0 0.5 -0.6 -0.197
C 0.50027 -0.10665 0.28696 -0.2 -1.5 1.1 -0.221
C -2.09868 -0.11598 0.23137 0.5 -0.4 0.0 -0.340
C -0.78947 0.60700 0.15069 0.0 1.3 0.2 -0.157
C 1.76229 0.36754 -0.31240 1.3 -0.4 0.2 -0.252
H 1.72558 1.38857 -0.72712 0.0 -0.6 0.0 0.227
H 1.40285 -1.72650 1.41058 -0.5 0.6 -0.2 0.228
H -2.89385 0.41729 0.79178 0.4 -0.3 -0.6 0.233
H -0.37984 -1.36386 1.74357 -0.4 -0.3 0.0 0.200
```
Forces are in eV/Å.

---

# C2H8N2PS

A cluster of 2 separate species, C2H8N2PS in total at a distorted geometry (ωB97M-V/def2-TZVPD, the OMol25 dataset).

Results
HOMO-LUMO gap (spin up / spin down): 7.55 / 7.55 eV
Charge: +1
Energy above the lowest of the compared OMol25 structures with the same formula, charge and spin: 4.303 eV
E_tot: -929.6504 Ha

```
14
Properties=species:S:1:pos:R:3:forces:R:3:nbo_charge:R:1
S -1.92255 -0.05005 0.53396 0.1 0.7 0.1 0.401
P 2.67958 0.31177 -0.60023 0.8 0.7 -0.5 0.808
N 1.17018 0.10650 -1.06327 -3.6 0.1 1.3 -0.935
N 0.00134 1.46622 1.31654 3.2 2.5 -0.2 -0.745
C -0.35731 0.61231 0.44090 0.2 -1.9 -1.8 0.188
C -2.07910 -1.48624 -0.51597 3.4 -1.4 1.2 -0.756
H -1.67535 -2.37370 0.05380 -1.1 0.8 -0.5 0.255
H -1.53609 -1.53415 -1.43329 0.8 0.8 -0.7 0.240
H 0.94955 2.03105 1.15316 -2.4 -1.7 0.5 0.429
H -0.55390 1.80958 2.10274 0.0 -0.2 -0.3 0.436
H -3.04276 -1.53443 -0.86101 -2.7 -0.3 -0.1 0.262
H 3.14019 -0.40645 0.52003 -0.3 0.0 0.3 -0.014
H 0.56168 -0.64827 -1.45677 1.5 0.8 0.6 0.447
H 2.66453 1.69585 -0.19059 0.2 -0.8 -0.1 -0.015
```
Forces are in eV/Å.

---

# C6H18ClO6Zn2

A structure of composition C6H18ClO6Zn2 at a distorted geometry (ωB97M-V/def2-TZVPD, the OMol25 dataset).

Results
HOMO-LUMO gap: 2.32 eV
Charge: +3
Energy above the lowest of the compared OMol25 structures with the same formula, charge and spin: 7.587 eV
E_tot: -4708.2354 Ha

```
33
Properties=species:S:1:pos:R:3:forces:R:3:nbo_charge:R:1
Zn -1.77457 0.82555 1.71593 2.0 -0.2 -0.2 1.484
Zn 1.18818 -2.78433 1.23022 -0.7 0.6 -0.4 1.340
Cl -0.66549 -1.21256 0.67043 0.3 0.1 0.8 -0.686
O -3.75373 -4.18146 -1.66150 0.5 1.0 0.6 -0.575
O 3.41820 0.07384 -1.58970 -0.5 -0.4 1.1 -0.684
O 0.59162 1.78656 1.89169 -2.0 -0.3 -0.2 -0.773
O -5.23547 -4.19774 0.49670 0.6 -0.2 -0.2 -0.512
O 3.33796 4.18621 1.78002 -0.5 -0.2 0.5 -0.630
O 0.35803 1.73588 -2.64061 0.3 -0.5 0.5 -0.672
C 2.62566 1.12990 -2.09949 0.6 -0.2 -0.8 -0.096
C 2.31761 3.35271 1.31440 -0.1 0.4 -0.1 -0.077
C 1.34539 2.89460 2.43066 2.3 0.6 0.9 -0.107
C 1.15725 0.83799 -1.89563 0.3 -0.7 -0.1 -0.074
C -3.20367 -3.44379 -0.58857 -0.5 0.0 -0.8 -0.068
C -3.87645 -3.92808 0.72289 -1.1 0.5 -0.1 -0.093
H 1.07455 -0.20460 -2.22554 -0.5 0.0 -0.3 0.167
H -3.89322 -3.09145 1.42678 0.9 -0.2 0.4 0.173
H 4.34461 0.14942 -1.84627 0.0 0.2 -0.1 0.510
H -5.74475 -3.37750 0.56448 -0.2 -0.2 0.0 0.491
H -0.28185 2.11605 -2.03586 -0.1 0.3 -0.3 0.467
H -3.48964 -3.70157 -2.46219 0.0 -0.6 -0.3 0.497
H 0.86180 0.80954 -0.83851 0.2 0.3 0.3 0.116
H 2.92628 2.11503 -1.74233 0.1 0.1 0.0 0.190
H 1.96321 2.53280 3.25622 -0.2 -0.1 0.1 0.205
H 4.12876 4.02616 1.25181 0.1 0.1 0.2 0.502
H -2.11104 -3.42206 -0.61357 0.1 -0.6 0.2 0.154
H 1.68726 3.93257 0.62952 0.2 -0.4 -0.6 0.198
H -3.44401 -2.37236 -0.69796 -0.5 0.2 0.1 0.178
H 1.16317 1.01225 1.93523 0.0 0.0 0.0 0.500
H -3.40736 -4.84815 1.07248 0.0 0.0 0.1 0.238
H 2.78776 2.46193 0.89148 -0.4 -0.1 -0.5 0.164
H 0.80597 3.74702 2.83722 -0.8 -0.4 -0.4 0.239
H 2.79798 1.03962 -3.18045 -0.3 0.8 -0.2 0.235
```
Forces are in eV/Å.

---

# C32H50FN6O3

A cluster of 6 separate species, C32H50FN6O3 in total (ωB97M-V/def2-TZVPD, the OMol25 dataset).

Results
HOMO-LUMO gap: 4.89 eV
Charge: -1
E_tot: -1903.3222 Ha

```
92
Properties=species:S:1:pos:R:3:forces:R:3:mulliken_charge:R:1
F 2.22559 -0.07183 1.83508 0.1 0.0 0.3 -0.253
O -3.75993 1.90733 -2.76648 0.1 0.1 0.2 -0.246
O 1.36215 0.38543 -0.84790 0.3 -0.2 -0.2 -0.236
O -1.56705 0.41235 -2.70410 0.0 -0.1 -0.2 -0.365
N -3.98397 -2.15294 2.26957 0.1 0.1 0.0 -0.536
N -5.16604 1.48372 2.10282 0.0 -0.1 0.0 0.132
N -5.21943 -4.07372 4.68382 0.0 0.0 -0.1 0.109
N 4.45138 3.44688 -3.75222 0.0 0.0 0.0 0.052
N 7.12619 0.17283 -3.64172 -0.1 0.1 0.0 0.128
N 6.54313 -0.86694 1.92390 0.0 0.0 0.0 0.033
C 3.60133 2.20293 -2.12459 0.0 0.0 0.0 1.288
C 4.95295 -0.17229 0.55206 0.0 0.1 -0.2 0.244
C 0.79126 0.14866 1.58246 0.0 0.0 -0.4 -1.097
C 0.78432 0.73290 -2.07282 -0.2 -0.2 0.1 -0.231
C 0.23263 -1.22614 1.32817 -0.2 0.1 0.2 0.394
C 6.22002 0.07870 -0.04516 0.0 -0.1 0.1 -0.425
C -4.86252 2.40338 -3.50387 0.2 0.1 0.3 -0.319
C -3.93134 0.58326 -2.30808 0.2 0.3 -0.2 -0.635
C -0.31479 -0.24546 -2.48310 -0.3 0.0 -0.1 -0.660
C 5.36361 3.47306 -2.72887 0.0 -0.1 -0.1 -0.827
C -4.96551 3.90588 -3.30101 0.0 -0.2 0.0 -1.145
C 4.86089 2.71094 -1.70560 0.1 0.1 0.0 -1.241
C 8.02784 -1.64495 -4.51692 0.0 0.0 0.0 -0.511
C -6.26804 2.08716 2.64220 0.0 0.0 0.0 -0.615
C -2.63195 -1.77351 2.75877 -0.3 -0.3 -0.1 -0.518
C -4.16830 -4.03339 5.55399 0.0 0.0 0.0 -0.164
C -4.48623 -4.81611 6.63280 0.0 0.0 0.0 -0.662
C 8.34215 0.54801 -4.13676 0.0 0.0 0.0 -0.369
C -4.29976 2.43040 1.63289 0.0 0.0 0.0 -0.269
C -6.10970 3.44118 2.50732 0.0 0.0 0.0 -0.414
C -5.78433 -5.34803 6.40114 0.0 0.0 0.0 -0.346
C -0.16055 -2.04558 2.57453 0.2 -0.3 -0.2 -0.995
C 7.18459 -0.36137 0.82362 0.0 0.0 0.0 -0.910
C -4.85784 3.65847 1.86789 0.0 0.0 0.0 -0.794
C 5.18411 -0.75445 1.76467 0.1 -0.1 0.1 -0.809
C -6.20823 -4.86983 5.18897 0.0 0.0 0.0 -0.632
C -1.51476 -2.73251 2.38257 -0.1 0.3 -0.1 -0.655
C 0.74701 0.98009 0.35119 0.0 -0.1 0.6 -0.424
C -2.60467 -0.03104 -1.87640 0.0 0.2 0.0 0.102
C 3.37656 2.67604 -3.38933 0.1 0.0 0.0 -0.777
C 8.93012 -0.55939 -4.69045 0.0 0.0 0.0 -0.595
C 6.92549 -1.15761 -3.86427 0.0 0.0 0.0 -0.427
H -5.43784 4.36919 -4.16427 0.0 0.1 0.0 0.355
H 6.28336 4.02631 -2.81659 0.0 0.0 0.0 0.440
H -3.36416 2.15229 1.17752 0.0 0.0 0.0 0.528
H -4.38058 -0.03038 -3.09326 -0.1 0.0 -0.1 0.361
H -7.06363 1.50582 3.07506 0.0 0.0 0.0 0.389
H 8.68478 1.56495 -4.05302 0.0 0.0 0.0 0.384
H -4.00835 -3.15419 2.09960 0.1 0.0 0.0 0.347
H -2.39930 0.21883 -0.82942 0.1 0.0 0.1 -0.075
H -1.62616 -2.97098 1.32119 0.0 -0.2 -0.1 0.368
H -2.70919 -1.11879 -1.96182 0.0 -0.1 0.2 0.343
H 8.25913 -0.36077 0.75283 0.0 0.0 0.0 0.424
H 6.47599 0.78616 -3.17610 0.0 0.0 0.0 0.184
H 0.89789 -1.85300 0.71390 0.1 0.0 -0.2 0.448
H -0.67216 -1.06441 0.72913 -0.2 0.0 -0.1 -0.579
H 5.33797 2.53198 -0.75722 0.0 0.0 0.0 0.723
H -6.80876 4.19184 2.83670 0.0 0.0 0.0 0.396
H -0.18851 -1.37337 3.43102 0.0 0.1 0.1 0.478
H -2.39616 -0.79649 2.34087 0.0 0.2 0.2 0.262
H 4.55324 3.91956 -4.63023 0.0 0.0 0.0 0.174
H -3.96846 4.31561 -3.16696 0.1 0.1 -0.1 0.290
H -7.12451 -5.02859 4.64703 0.0 0.0 0.0 0.367
H -4.59937 0.60677 -1.44048 -0.2 -0.3 0.0 0.305
H 6.38969 0.52724 -1.00690 0.1 0.0 0.0 0.300
H 0.60327 -2.79958 2.76887 0.1 0.0 0.1 0.405
H -0.05743 -0.75434 -3.41362 0.0 0.0 -0.1 0.291
H 8.17305 -2.66531 -4.82982 0.0 0.0 0.0 0.402
H -4.09622 -1.73679 1.35170 -0.1 -0.1 -0.1 0.108
H 6.02222 -1.64244 -3.53683 0.0 0.0 0.0 0.389
H -0.40445 -1.00464 -1.70518 0.0 0.0 0.1 0.271
H 9.89807 -0.58880 -5.16256 0.0 0.0 0.0 0.379
H -0.30459 1.18708 0.13690 -0.1 0.1 -0.1 0.402
H 1.57944 0.71415 -2.82167 0.0 0.0 -0.1 0.175
H -5.25307 -3.57963 3.80696 0.0 0.2 0.1 0.224
H 0.34076 1.73344 -2.06255 0.0 0.2 0.0 0.367
H -6.34148 -6.00410 7.04887 0.0 0.0 0.0 0.387
H -1.62190 -3.66620 2.94037 0.0 -0.1 0.1 0.398
H -3.85916 -4.98688 7.49157 0.0 0.0 0.0 0.396
H 4.49571 -1.09044 2.52004 -0.1 0.1 0.0 0.468
H -2.66738 -1.68791 3.84402 0.0 0.2 0.1 0.278
H -5.00521 0.49126 2.08471 0.0 0.0 0.1 0.226
H -4.71071 2.17593 -4.56190 -0.1 -0.2 -0.1 0.288
H 2.54717 2.52906 -4.05985 0.0 0.0 0.0 0.456
H 3.97809 0.04798 0.14812 0.0 0.0 0.1 0.553
H 2.94379 1.56228 -1.55605 0.1 0.1 0.1 -0.205
H -4.41598 4.60676 1.61252 0.0 0.0 0.0 0.397
H -3.28796 -3.45478 5.33219 0.0 0.0 0.0 0.297
H -5.78064 1.92706 -3.15289 -0.1 -0.1 -0.1 0.346
H 6.99749 -1.25682 2.72748 0.0 0.0 0.0 0.170
H -5.55583 4.12972 -2.41613 0.0 0.1 0.1 0.289
H 1.27968 1.91586 0.53540 0.0 0.2 -0.1 0.252
```
Forces are in eV/Å.

---

# C6H10O

A cluster of 2 separate species, C6H10O in total at a distorted geometry (ωB97M-V/def2-TZVPD, the OMol25 dataset).

Results
HOMO-LUMO gap: 6.84 eV
Energy above the lowest of the compared OMol25 structures with the same formula, charge and spin: 4.860 eV
E_tot: -309.6638 Ha

```
17
Properties=species:S:1:pos:R:3:forces:R:3:nbo_charge:R:1
O -2.57562 0.65565 2.68406 -0.7 1.3 0.2 -0.924
C 0.59678 -0.23931 -1.25662 -0.6 -1.0 -0.1 -0.149
C 0.33014 -1.60766 0.86449 -0.7 -0.6 -4.0 -0.182
C 1.64428 -1.60966 1.15808 0.8 -1.3 2.2 -0.458
C -0.13590 -1.09970 -0.48287 1.4 -0.2 -0.1 -0.247
C 0.66172 1.97257 -2.15948 -0.5 1.1 -0.1 -0.386
C -0.08328 0.91884 -1.78313 1.4 -0.4 -1.4 -0.223
H -1.16534 -1.13566 -0.83171 -0.3 0.0 1.1 0.203
H 2.38305 -2.32662 0.76295 0.1 1.7 -1.5 0.223
H 0.28154 2.98346 -2.31530 -0.5 -0.4 -0.3 0.195
H 1.74443 2.00611 -2.28338 -0.1 -0.7 0.6 0.195
H 1.95689 -1.34132 2.16194 -0.4 -0.9 0.7 0.183
H -3.38415 0.97784 3.12622 0.2 -0.8 0.0 0.461
H -1.15030 0.79733 -1.86431 -0.4 0.8 0.3 0.211
H -0.48576 -2.15754 1.31937 -0.2 1.5 1.6 0.231
H 1.66566 -0.31940 -1.46236 0.0 0.4 1.0 0.205
H -2.28415 1.52504 2.36205 0.5 -0.5 -0.2 0.463
```
Forces are in eV/Å.